(1)
Computed, not measured: a molecular structure, C31H49FKN13O3, with wB97M-V/def2-TZVPD.

The geometry in XYZ format:
```
98
Properties=species:S:1:pos:R:3:forces:R:3
K -0.036928 -1.003225 1.451015 -0.008 -0.453 0.191
N 0.450074 0.522747 3.680032 0.096 0.060 0.118
C 0.733171 -0.439667 4.740103 -0.026 0.032 0.044
C -0.514425 -1.249525 5.078938 0.034 -0.029 0.024
N -0.943179 -2.237213 4.086736 -0.006 0.157 -0.008
C -2.404048 -2.311944 4.072116 -0.088 -0.007 0.053
C -3.017339 -3.057867 2.895529 0.002 -0.023 0.055
N -2.513185 -2.545606 1.622238 -0.203 0.055 -0.060
C -0.343643 -3.542608 4.296282 0.019 -0.041 0.006
C 1.138648 -3.670503 3.942837 -0.021 -0.067 0.067
N 1.441020 -3.113946 2.636028 0.100 0.024 0.011
H 1.241485 1.136735 3.530581 0.011 -0.012 0.006
H -0.353905 1.105763 3.913455 0.013 0.025 0.029
H 1.056225 0.038980 5.677170 0.017 -0.018 -0.017
H 1.542926 -1.091072 4.410646 0.015 0.006 0.001
H -1.324491 -0.527134 5.203717 -0.009 -0.007 0.005
H -0.370389 -1.734970 6.060195 0.016 -0.010 -0.015
H -2.773282 -1.288114 4.016998 0.008 0.010 0.003
H -2.791856 -2.767081 5.002773 0.008 -0.001 0.002
H -4.104901 -2.952409 3.004659 0.012 -0.004 -0.003
H -2.810080 -4.132844 2.954226 0.003 0.005 -0.007
H -2.674103 -1.533496 1.587030 0.069 -0.025 0.051
H -3.044452 -2.940369 0.852840 -0.014 0.026 0.010
H -0.891538 -4.267982 3.692095 0.008 0.024 -0.059
H -0.461167 -3.863460 5.349373 -0.036 -0.030 -0.014
H 1.381454 -4.740781 4.034221 0.026 0.026 0.027
H 1.747288 -3.159006 4.691913 -0.015 0.037 -0.021
H 1.013916 -3.638297 1.878498 0.024 0.026 0.047
H 2.435449 -3.065715 2.458617 0.010 -0.065 0.028
C -2.067305 6.616736 -0.089798 0.013 -0.001 0.002
C -0.981114 5.785738 0.579200 0.038 0.034 -0.015
N -1.137154 4.358828 0.332889 -0.015 0.030 0.027
C -1.645733 3.565965 1.323137 0.014 0.062 0.015
C -1.879124 2.238175 1.237473 0.134 -0.181 0.085
C -2.281433 1.492406 2.522315 -0.206 0.187 -0.131
O -2.077024 2.119516 3.584195 -0.002 0.009 0.059
O -2.758871 0.349991 2.380712 0.059 -0.121 0.017
C -1.520881 1.562807 0.009017 0.320 -0.033 0.156
O -1.403880 0.349384 -0.131911 -0.575 -0.018 -0.452
C -1.106209 2.445759 -1.094390 0.000 0.056 -0.024
C -0.867649 1.879573 -2.344687 -0.012 -0.001 -0.037
C -0.336049 2.628488 -3.349014 -0.068 -0.017 -0.066
F -0.244925 2.087981 -4.596163 -0.002 -0.040 0.085
C 0.111778 3.940554 -3.134411 0.133 0.085 0.232
C -0.185960 4.521627 -1.907443 0.027 0.039 -0.125
C -0.833738 3.800958 -0.895274 -0.033 -0.099 -0.057
N 0.903134 4.606879 -4.070142 -0.505 -0.038 -0.405
C 0.953808 6.036998 -4.171615 0.231 0.013 0.088
C 2.413985 6.487710 -3.941895 -0.019 0.012 0.068
N 3.305353 5.327497 -4.223134 0.098 -0.087 -0.125
C 2.885783 4.634903 -5.469223 -0.052 0.056 -0.025
C 1.545689 3.928550 -5.178062 0.162 0.203 0.105
H -1.906745 7.678869 0.098527 0.005 0.008 0.009
H -3.047574 6.343113 0.299954 -0.004 -0.007 0.000
H -2.075976 6.454631 -1.168066 -0.015 0.006 -0.003
H -1.005237 5.924724 1.658549 -0.021 0.000 -0.003
H 0.012275 6.103110 0.253556 -0.001 -0.018 0.006
H -1.825320 4.054541 2.272810 0.009 -0.013 0.016
H -1.114557 0.837611 -2.499296 -0.008 -0.005 -0.004
H 0.161707 5.524315 -1.706715 0.000 -0.025 0.023
H 0.306867 6.499357 -3.432944 -0.021 0.026 -0.055
H 0.606206 6.371209 -5.157384 0.025 -0.027 -0.021
H 2.593345 6.799082 -2.914268 -0.013 -0.058 0.017
H 2.691837 7.299295 -4.614767 0.026 0.028 0.037
H 3.257909 4.570446 -3.448152 -0.252 -0.039 0.462
H 4.277964 5.619572 -4.268443 -0.014 0.087 -0.091
H 3.656034 3.913880 -5.729904 -0.007 -0.010 -0.068
H 2.804339 5.378737 -6.261896 0.033 0.000 -0.009
H 1.754727 2.907110 -4.895812 -0.023 -0.113 0.025
H 0.931232 3.932529 -6.084746 0.028 -0.069 -0.024
N 3.102595 3.356824 -2.425941 0.199 -0.082 -0.158
C 2.969414 2.215707 -2.197539 0.103 -0.077 -0.113
N 2.874817 0.934977 -2.071326 -0.138 0.191 0.257
C 2.455391 0.437326 -0.916574 0.060 0.234 -0.015
N 2.106593 -0.034307 0.083062 0.187 0.004 -0.258
C -1.370993 -7.071150 -0.023293 0.016 0.005 0.005
C -1.251065 -6.209980 1.221337 0.007 -0.023 0.026
N -0.747337 -4.894704 0.887976 -0.058 0.030 -0.039
C -0.023156 -4.593843 -0.244997 0.016 0.069 0.006
N 0.347141 -3.372167 -0.383991 0.043 0.061 -0.079
C 1.073005 -2.975927 -1.577388 0.060 -0.029 -0.022
C 0.935073 -3.961544 -2.730205 0.003 0.008 0.013
C 1.173030 -5.364748 -2.200466 0.029 0.009 0.001
N 0.235719 -5.623715 -1.125268 -0.063 -0.011 -0.028
C -0.059753 -6.998548 -0.783688 0.010 -0.024 0.023
H -2.176160 -6.698579 -0.660499 -0.003 -0.002 -0.005
H -1.594737 -8.103771 0.247770 0.003 -0.002 0.006
H -0.583967 -6.709548 1.937041 -0.016 0.003 -0.002
H -2.219524 -6.102532 1.712448 0.004 0.008 -0.007
H -1.198995 -4.062177 1.266408 0.011 -0.026 0.025
H 2.133798 -2.849772 -1.328881 -0.006 0.007 0.004
H 0.723518 -1.985710 -1.878939 -0.013 -0.006 -0.007
H 1.642664 -3.726579 -3.527429 0.005 -0.006 0.002
H -0.073603 -3.911889 -3.148810 -0.001 0.000 0.001
H 2.212221 -5.467975 -1.856314 -0.004 -0.003 -0.001
H 1.008965 -6.117352 -2.975056 -0.003 0.010 0.000
H 0.743505 -7.447976 -0.179678 0.003 -0.002 -0.007
H -0.118378 -7.568873 -1.713432 -0.008 0.011 0.001
```
Forces are in eV/Å.

As for the LUMO energy: -0.3 eV. For the total energy, the calculation gives -2848.08461 hartree.

Löwdin population analysis, charges in e, atoms 1 to 5: 0.68, -0.03, -0.26, -0.18, -0.17

***

(2)
Computed, not measured: a molecular structure, C31H49N6O2PTi, with wB97M-V/def2-TZVPD.

The geometry in XYZ format:
```
90
Properties=species:S:1:pos:R:3:forces:R:3
Ti -0.427544 1.439725 0.921642 -1.698 2.695 0.949
N 2.424941 6.116866 1.281207 0.222 0.284 -0.119
C 1.517053 4.970017 1.648325 -0.403 -0.462 0.367
C 2.012559 4.345600 2.949807 -0.138 -0.294 -0.137
C 1.059677 3.242778 3.434367 -0.177 0.502 0.405
N 1.052429 2.105581 2.502346 0.424 -0.239 0.212
C -0.377582 3.751071 3.591526 0.109 -0.007 -0.180
C -0.914186 4.457651 2.341556 0.176 0.357 0.580
N -1.321703 3.445467 1.330671 -0.597 0.055 -0.227
C 0.091273 5.496637 1.807205 -0.039 -0.256 -0.184
H 3.411625 5.817947 1.220556 -0.313 0.144 -0.013
H 2.372532 6.860422 1.996945 0.070 -0.223 -0.206
H 2.164982 6.549856 0.382726 0.116 -0.117 0.211
H 1.571492 4.232474 0.835854 0.133 0.307 0.043
H 2.082024 5.104760 3.732340 0.008 0.041 0.018
H 3.005426 3.910060 2.815120 0.106 0.083 0.037
H 1.413709 2.917543 4.424184 -0.026 0.070 -0.281
H 0.677631 1.305347 3.026270 0.382 0.163 -0.007
H 2.014165 1.841200 2.269687 -0.219 -0.029 0.071
H -0.432307 4.433955 4.439523 -0.024 -0.018 0.027
H -1.025032 2.895706 3.821349 0.004 0.146 0.157
H -1.805879 5.036328 2.630580 0.219 -0.230 -0.119
H -1.696551 3.940758 0.512699 0.014 -0.280 0.180
H -2.140502 2.967049 1.741180 -0.006 0.406 -0.212
H 0.099575 6.310936 2.536463 -0.031 0.064 0.000
H -0.267059 5.906654 0.861976 -0.081 0.111 -0.063
C 0.636140 -8.882535 -2.895325 0.210 -0.405 -0.243
O 0.295615 -7.771973 -2.080563 -0.233 0.219 0.196
C 1.222208 -7.049605 -1.477325 0.434 0.461 0.239
C 0.725365 -5.961701 -0.720969 -0.139 -0.177 -0.200
C 1.572525 -5.085268 -0.112386 0.248 -0.079 -0.049
C 2.972172 -5.278090 -0.188932 -1.424 -0.672 -0.575
C 3.466699 -6.384992 -0.903970 -0.099 0.558 0.402
C 2.613976 -7.251016 -1.541029 -0.502 -0.296 -0.256
N 3.882096 -4.454552 0.390480 1.490 -0.503 -0.167
N 3.654830 -3.355123 0.862214 0.896 0.953 0.484
C 2.653025 -2.536010 1.171286 -0.939 -0.104 0.398
C 1.836585 -2.754119 2.301299 0.437 -0.150 -0.321
C 0.772521 -1.933516 2.602300 -0.395 0.911 -0.476
C 0.496217 -0.818611 1.800434 1.919 -1.485 -0.170
O -0.562941 -0.001563 1.935412 -1.306 -0.382 0.722
C 1.399234 -0.485624 0.767323 -0.242 -0.276 0.709
N 1.122825 0.688846 0.089762 2.683 -1.169 -1.687
C 1.971787 1.066614 -0.882007 -0.282 -0.101 0.135
C 3.076484 0.313912 -1.244102 0.085 -0.061 -0.056
C 3.344017 -0.889076 -0.601774 -0.436 0.214 0.321
C 2.506956 -1.307649 0.437817 -0.184 0.045 -0.208
H -0.311772 -9.298320 -3.230437 0.128 0.023 0.029
H 1.182791 -9.632360 -2.322112 -0.020 -0.002 0.008
H 1.227991 -8.575241 -3.761223 -0.034 0.053 0.079
H -0.346550 -5.848826 -0.650534 -0.068 -0.006 -0.011
H 1.164557 -4.263011 0.455439 -0.070 -0.060 -0.038
H 4.534071 -6.522312 -0.969519 0.142 -0.037 0.073
H 3.024043 -8.081735 -2.088680 0.013 -0.130 -0.124
H 2.020249 -3.631073 2.899884 0.016 -0.138 0.054
H 0.123883 -2.171803 3.433066 -0.081 -0.015 0.051
H 1.733006 2.006313 -1.385493 0.100 -0.254 0.027
H 3.720404 0.655236 -2.036027 0.061 0.111 -0.112
H 4.201156 -1.481850 -0.877042 0.142 -0.114 -0.034
C -4.938705 0.246401 -1.067876 0.101 0.273 0.051
C -3.819349 0.607774 -0.091613 0.348 0.003 0.113
C -3.745549 -0.438393 1.023102 0.183 0.193 0.172
P -2.118579 0.907789 -0.853085 -1.475 -0.100 -1.251
C -2.456647 2.347907 -2.012462 0.291 -0.184 0.417
C -3.156418 2.011441 -3.337356 -0.099 -0.015 0.042
C -1.158642 3.125402 -2.263260 -0.091 -0.018 0.106
C -1.703579 -0.574679 -1.904241 0.069 0.131 0.164
C -0.692571 -0.245157 -3.005056 -0.202 0.032 0.027
C -1.140051 -1.691871 -1.017022 -0.208 0.056 0.077
H -5.848439 0.057706 -0.499931 -0.035 -0.026 0.052
H -4.713302 -0.660422 -1.624296 0.016 -0.064 -0.064
H -5.156112 1.053014 -1.760617 -0.048 0.008 -0.110
H -4.064775 1.582563 0.368939 0.115 -0.139 -0.140
H -3.754982 -1.441000 0.601142 0.106 -0.102 0.030
H -4.621371 -0.356446 1.663949 -0.077 0.003 0.006
H -2.853157 -0.314665 1.649821 -0.273 -0.195 -0.076
H -3.138196 2.983067 -1.424764 0.127 -0.137 0.014
H -2.453225 2.003351 -4.166075 0.066 -0.013 -0.025
H -3.907183 2.765691 -3.565236 -0.046 -0.001 -0.028
H -3.652929 1.045686 -3.311949 -0.054 -0.001 -0.080
H -0.575897 2.645913 -3.046473 0.131 -0.042 0.023
H -0.525529 3.179842 -1.357083 -0.072 0.159 -0.201
H -1.388623 4.133725 -2.602409 0.100 0.129 0.000
H -2.640719 -0.912418 -2.365816 0.135 0.139 0.124
H 0.195035 0.244836 -2.598330 -0.020 -0.014 -0.042
H -1.121454 0.370318 -3.789177 0.052 0.089 -0.041
H -0.367653 -1.174055 -3.468487 0.053 -0.094 -0.045
H -0.065098 -1.561934 -0.889251 -0.044 -0.055 -0.020
H -1.307576 -2.658558 -1.487623 0.034 -0.064 -0.026
H -1.603639 -1.708586 -0.030836 0.033 -0.154 0.021
```
Forces are in eV/Å.

As for the LUMO energy (alpha / beta): -8.1 / -8.4 eV. Its spin multiplicity is 2. Its total charge is +3. For the total energy, the calculation gives -2879.61365 hartree.

Löwdin population analysis, charges in e, atoms 1 to 5: 0.87, 0.24, -0.29, -0.08, -0.32